12
Properties=species:S:1:pos:R:3 method="wB97M-V/def2-TZVPD" charge=+2 lumo_ha=-0.31112 homo_ha=-0.64097 relative_energy_kcal_mol=21.0 max_force_ev_per_a=4.62
C -1.6535 -0.6860 0.7593
C 1.9961 0.3750 -0.5982
N -2.3845 -0.4612 1.7400
N 1.7701 0.9333 -1.7401
N -0.7884 -0.7330 -0.0582
I 2.5202 -1.5177 -0.1855
I 1.4633 1.6648 0.9517
H -2.5756 -0.9301 2.6490
H -3.1314 0.2590 1.9241
H 2.0868 0.3799 -2.5420
H 1.4286 1.8496 -1.9430
H -0.7317 -1.1334 -0.9573

***

103
Properties=species:S:1:pos:R:3 method="wB97M-V/def2-TZVPD" lumo_ha=-0.07073 homo_ha=-0.35548 max_force_ev_per_a=3.87
Ca -2.2314 -0.4605 -1.1355
Ca 4.0744 -0.9427 0.5073
P -1.3735 2.1266 -2.6746
F -2.6436 1.3247 -3.2237
F -0.6229 2.2919 -4.0972
F -2.2350 3.4576 -2.8166
F -0.2178 3.0055 -1.9673
F -1.9738 1.7661 -1.1885
F -0.4882 0.7630 -2.4250
P 3.9706 -3.8905 -0.6792
F 5.1421 -2.7358 -0.8368
F 3.6286 -3.1391 0.7525
F 2.8699 -2.8773 -1.2500
F 2.8981 -5.0284 -0.3761
F 4.2923 -4.4332 -2.1556
F 5.0886 -4.7845 0.0332
P -5.1359 1.2881 0.4486
F -3.8845 0.3377 0.0013
F -5.4507 0.2700 1.6670
F -4.1304 2.1350 1.3657
F -6.3693 2.2394 0.9230
F -4.8231 2.2867 -0.7956
F -6.1458 0.4572 -0.5045
P 0.2577 -0.6957 0.9089
F -1.3096 -0.2216 1.1172
F 0.5673 0.7180 0.2265
F 0.6236 -0.1090 2.3407
F 1.8503 -1.0490 0.6597
F -0.1432 -2.1220 1.5569
F -0.1122 -1.3513 -0.5456
C 5.6860 -1.3187 -5.2943
C 4.8770 -0.1698 -4.6999
C 3.3727 -0.1730 -5.0391
O 2.7248 -0.1903 -3.7445
C 3.6280 -0.1649 -2.7945
O 3.3516 -0.1708 -1.6162
O 4.8743 -0.2572 -3.2675
H 5.6009 -1.3775 -6.3783
H 5.2881 -2.1901 -4.7608
H 6.7566 -1.4195 -5.1081
H 5.3093 0.7731 -5.0368
H 2.9927 -1.0056 -5.6231
H 3.1037 0.7994 -5.4461
C 2.2024 5.6135 3.8896
O 1.1470 4.8847 3.2570
C -0.0954 5.1696 3.6017
O -0.4442 5.8750 4.4959
O -0.9839 4.5949 2.7859
C -0.5265 3.8032 1.6992
H 2.0265 6.6792 3.7745
H 3.1395 5.2770 3.4597
H 2.2079 5.3508 4.9483
H 0.1914 3.0024 1.9025
H -0.0501 4.4747 0.9812
H -1.4014 3.3141 1.2794
C -3.5346 -5.7033 0.3388
O -3.2193 -4.4657 -0.2829
C -3.0060 -3.3586 0.3985
O -2.8662 -2.3080 -0.1811
O -3.1830 -3.5237 1.6871
C -3.2972 -2.3644 2.5321
H -3.7345 -6.4195 -0.4512
H -4.3534 -5.5881 1.0452
H -2.6921 -6.1146 0.9001
H -3.8604 -1.5556 2.0664
H -2.3042 -1.9949 2.7792
H -3.7713 -2.7303 3.4373
C 2.4919 3.3326 -0.8521
O 3.2646 3.4353 0.3591
C 3.2311 2.4222 1.1636
O 3.2246 1.2545 0.8291
O 3.2935 2.8396 2.4188
C 3.5958 1.8946 3.4161
H 2.9926 2.6428 -1.5274
H 2.3949 4.2977 -1.3459
H 1.4587 3.0791 -0.6242
H 3.0715 0.9378 3.3340
H 3.2920 2.3105 4.3729
H 4.6528 1.6215 3.4845
C 0.0022 -3.8612 -2.7828
O -0.2802 -3.0855 -3.9678
C -1.0551 -2.0511 -3.8959
O -1.5893 -1.6618 -2.8857
O -1.2156 -1.3795 -5.0225
C -0.3416 -1.5486 -6.1257
H 0.8262 -3.4700 -2.1876
H 0.3061 -4.8092 -3.2199
H -0.8921 -3.8714 -2.1619
H 0.4716 -0.8222 -6.0459
H -0.9479 -1.3447 -7.0057
H 0.0620 -2.5611 -6.1499
C -1.6488 0.7210 4.5031
O -2.7562 1.4707 4.0663
C -3.9908 1.1229 4.3466
O -4.9566 1.7778 4.1081
O -4.0471 -0.0307 5.0583
C -5.2816 -0.4026 5.6345
H -1.4444 -0.2457 4.0444
H -1.6744 0.4722 5.5685
H -0.7876 1.3734 4.3784
H -5.9126 -0.8709 4.8776
H -5.8372 0.4482 6.0268
H -5.1028 -1.1124 6.4380

***

146
Properties=species:S:1:pos:R:3 method="wB97M-V/def2-TZVPD" charge=+1 lumo_ha=-0.09267 homo_ha=-0.42527 max_force_ev_per_a=3.65
C 1.8875 11.1971 3.6398
C 0.9207 9.8740 3.3571
C -0.3655 10.2435 2.3910
C -1.2122 8.9271 1.8795
C -1.4859 7.8148 3.0753
C -0.4092 6.5872 2.9227
C -0.7484 5.3059 3.9420
C -2.3012 4.7891 3.8389
C -2.8411 4.5161 2.3138
C -2.6429 2.9314 1.8277
C -3.2950 2.6726 0.3191
C -2.5153 1.4546 -0.4730
C -1.9509 1.9323 -1.9696
C -2.5806 0.8956 -3.0914
C -1.8318 -0.5558 -2.8464
C -0.9081 -0.9906 -4.1403
N 0.5842 -0.6395 -3.9603
C 0.9733 0.4053 -4.9820
C 2.5807 0.5331 -5.2741
S 2.7275 1.2515 -7.0389
C 3.3988 -0.8870 -5.3083
C 2.9751 -1.7301 -3.9440
C 3.7691 -3.1611 -3.7871
C 4.3361 -3.3116 -2.2401
C 3.1692 -3.1776 -1.0869
C 3.8159 -2.8979 0.4254
C 2.6919 -2.1860 1.4316
O 1.3276 -2.6937 1.2163
C 0.4516 -1.6384 0.6197
C 1.3287 -1.9518 -4.0652
H 1.7611 11.6214 4.7247
H 3.0057 10.8050 3.5539
H 1.7291 12.0493 2.8426
H 0.5146 9.5199 4.3986
H 1.5882 9.0791 2.8098
H 0.0955 10.7499 1.4149
H -1.1068 11.0298 2.8592
H -2.2686 9.3264 1.4988
H -0.6839 8.4562 0.9472
H -2.6003 7.4138 2.9261
H -1.4673 8.3280 4.1448
H 0.6488 6.9834 3.2483
H -0.3923 6.2187 1.7878
H 0.0482 4.4427 3.8099
H -0.5792 5.7468 5.0370
H -2.3996 3.7983 4.4976
H -2.9708 5.6139 4.3557
H -2.3942 5.2411 1.4973
H -4.0110 4.6945 2.2987
H -3.2233 2.1850 2.5495
H -1.5148 2.5864 1.8584
H -4.4466 2.4249 0.5133
H -3.2651 3.7058 -0.2662
H -1.6550 0.9718 0.1933
H -3.3168 0.6132 -0.7024
H -2.2290 3.0532 -2.1601
H -0.7727 1.8487 -1.9554
H -3.7563 0.7442 -2.9807
H -2.3965 1.3347 -4.1856
H -1.1906 -0.6067 -1.8640
H -2.6864 -1.3649 -2.7245
H -1.3487 -0.5921 -5.1549
H -0.9885 -2.1800 -4.2056
H 0.6908 -0.2603 -2.9763
H 0.6336 1.4552 -4.5268
H 0.4353 0.3166 -6.0173
H 3.1506 1.2813 -4.5748
H 2.8541 2.6488 -6.9903
H 3.0566 -1.5787 -6.2187
H 4.5615 -0.7903 -5.3991
H 3.1902 -1.0092 -3.0282
H 4.6691 -3.2993 -4.5350
H 2.9856 -4.0267 -3.9409
H 4.7667 -4.4184 -2.1413
H 5.1578 -2.4877 -1.9933
H 2.6135 -4.2233 -1.0193
H 2.4127 -2.2861 -1.2682
H 4.7252 -2.1528 0.3883
H 4.1516 -3.9461 0.8278
H 2.8029 -1.0171 1.2951
H 2.9659 -2.3971 2.5733
H -0.3594 -2.1245 -0.1048
H 1.1087 -0.9389 -0.0895
H -0.0672 -1.0136 1.4634
H 1.0068 -2.7699 -3.2911
H 1.1485 -2.4196 -5.1383
C -0.2850 -3.9519 4.4921
C -0.5860 -3.7256 5.9729
C -1.2013 -2.3338 6.1083
S -2.0137 -1.9931 4.5541
O -1.3310 -0.8912 3.9093
O -3.4491 -2.0062 4.7534
C -1.5330 -3.5062 3.7447
H -0.0428 -4.9977 4.2821
H 0.5724 -3.3380 4.1911
H -1.3021 -4.4808 6.3190
H 0.3142 -3.8209 6.5880
H -1.9348 -2.2952 6.9177
H -0.4340 -1.5704 6.2642
H -1.3557 -3.3225 2.6836
H -2.3465 -4.2267 3.8718
C 6.6606 3.1249 -9.1700
C 5.5414 3.5682 -8.2291
C 6.0322 3.3518 -6.7986
S 7.8120 3.4962 -6.8537
O 8.3889 2.2086 -6.5290
O 8.2124 4.7169 -6.1828
C 7.9353 3.7422 -8.6144
H 6.4755 3.4437 -10.1999
H 6.7386 2.0311 -9.1623
H 5.3301 4.6324 -8.3895
H 4.6140 3.0178 -8.4158
H 5.6277 4.1038 -6.1164
H 5.7845 2.3497 -6.4378
H 8.8427 3.2702 -8.9951
H 7.9645 4.8200 -8.8004
C -5.5991 -5.1910 -0.3121
C -5.4333 -3.7363 -0.7489
C -4.0768 -3.2553 -0.2364
S -3.0375 -4.7050 -0.1373
O -2.7196 -4.9498 1.2538
O -2.0177 -4.6318 -1.1646
C -4.2817 -5.8748 -0.6464
H -6.4415 -5.6731 -0.8167
H -5.7812 -5.2342 0.7684
H -5.4552 -3.6795 -1.8440
H -6.2442 -3.1055 -0.3714
H -3.6240 -2.5296 -0.9167
H -4.1569 -2.8266 0.7663
H -4.1430 -6.8207 -0.1202
H -4.1785 -6.0247 -1.7253
C -3.5008 -7.6148 4.9693
C -3.2809 -9.0873 5.3129
C -2.1626 -9.1537 6.3517
S -2.2198 -7.6087 7.2470
O -1.0037 -6.8723 6.9730
O -2.6896 -7.8561 8.5955
C -3.5447 -6.8824 6.3021
H -4.4212 -7.4643 4.3975
H -2.6625 -7.2468 4.3658
H -4.2027 -9.5047 5.7360
H -3.0308 -9.6770 4.4254
H -2.3095 -9.9829 7.0485
H -1.1805 -9.2347 5.8779
H -3.3892 -5.8064 6.2063
H -4.4814 -7.0824 6.8307